The following is a DFT calculation (wB97M-V/def2-TZVPD) of C64H49BrN8OPPb as an isolated structure.

Geometry as XYZ:
```
125
Properties=species:S:1:pos:R:3:forces:R:3
Pb 0.335 2.358 -0.177 0.1 0.5 -0.1
Br 2.558 -1.217 5.910 -0.1 -0.1 0.0
C 1.589 -1.423 4.311 0.1 0.0 0.2
C 1.747 -2.560 3.542 0.0 -0.1 0.0
C 1.007 -2.702 2.378 -0.1 0.0 0.1
C 0.113 -1.721 1.957 -0.1 0.1 -0.1
O -0.098 -1.208 -0.431 -0.1 0.3 0.1
C -0.035 -0.562 2.750 0.2 -0.2 -0.3
C -1.056 0.500 2.526 -0.1 0.1 0.3
N -1.024 1.485 1.728 0.0 -0.4 -0.1
C -2.203 2.286 1.688 -0.2 0.2 0.0
C -2.800 2.825 2.796 0.1 0.0 0.0
C -4.030 3.506 2.686 -0.1 0.0 0.0
C -4.668 3.598 1.482 0.0 0.0 0.1
C -4.061 3.074 0.316 0.1 0.0 0.0
C -4.660 3.139 -0.965 0.0 0.0 0.0
C -3.995 2.643 -2.051 -0.1 0.0 0.0
C -2.700 2.127 -1.874 0.1 0.0 0.0
N -2.111 2.045 -0.701 -0.1 -0.2 0.1
C -2.792 2.467 0.407 -0.1 0.0 0.0
C 0.693 -0.439 3.926 -0.1 0.1 0.0
H 2.415 -3.348 3.864 0.0 0.0 0.0
H 1.124 -3.621 1.826 0.0 0.0 0.0
H -1.900 0.429 3.216 -0.1 -0.1 -0.1
H -2.315 2.741 3.762 0.0 0.0 0.0
H -4.470 3.940 3.575 0.0 0.0 0.0
H -5.631 4.086 1.404 0.0 0.0 0.0
H -5.640 3.588 -1.069 0.0 0.0 0.0
H -4.428 2.675 -3.041 0.0 0.0 0.0
H -2.121 1.800 -2.732 0.0 0.0 0.0
H 0.558 0.435 4.551 0.0 0.0 0.0
C 0.020 -4.214 -0.318 0.1 -0.2 0.0
N -0.961 -3.313 0.282 0.1 0.0 -0.1
C -0.688 -1.871 0.647 0.2 -0.1 0.3
N -2.005 -1.345 0.878 0.1 0.1 0.1
C -2.866 -2.286 0.869 0.0 0.2 0.1
C -2.218 -3.582 0.474 0.1 -0.1 0.0
C -2.863 -4.869 0.355 -0.1 -0.2 0.0
C -2.597 -5.758 -0.699 0.0 0.1 0.0
C -3.226 -6.986 -0.741 0.0 0.0 0.0
C -4.098 -7.356 0.278 0.0 0.0 0.0
C -4.364 -6.486 1.328 0.0 0.0 0.0
C -3.774 -5.239 1.361 0.2 0.1 0.0
C -4.290 -2.078 1.135 -0.2 -0.1 -0.1
C -5.250 -2.616 0.273 0.1 0.0 0.0
C -6.593 -2.354 0.485 -0.1 0.0 0.0
C -6.990 -1.580 1.568 0.1 0.0 0.0
C -6.040 -1.067 2.443 0.0 0.0 0.0
C -4.695 -1.305 2.223 0.1 0.0 0.1
P 1.524 -1.365 -0.884 0.2 0.1 -0.2
C 1.374 -0.192 -2.256 -0.1 0.1 0.2
N 0.939 1.060 -2.145 0.0 0.0 -0.3
C 0.934 1.598 -3.414 -0.1 -0.2 0.1
C 1.374 0.639 -4.301 0.0 0.2 0.0
N 1.651 -0.473 -3.549 0.0 -0.2 0.0
C 2.188 -1.734 -4.060 0.0 -0.1 0.0
C 1.559 0.745 -5.755 0.0 0.0 -0.1
C 2.262 1.831 -6.276 0.0 0.0 0.1
C 2.407 1.972 -7.646 0.0 0.0 0.0
C 1.848 1.035 -8.505 0.0 0.0 0.0
C 1.141 -0.044 -7.993 0.0 0.0 0.0
C 0.997 -0.192 -6.623 0.0 0.0 0.1
C 0.436 2.958 -3.700 0.0 0.0 0.2
C -0.585 3.146 -4.630 0.0 0.0 0.0
C -1.116 4.411 -4.835 0.0 0.0 0.0
C -0.635 5.497 -4.114 0.0 0.0 0.0
C 0.405 5.326 -3.213 0.0 0.0 0.0
C 0.946 4.062 -3.013 0.1 -0.1 -0.1
C 2.408 -0.295 0.293 -0.3 -0.1 0.0
N 1.991 0.862 0.796 0.3 0.1 0.1
C 2.881 1.217 1.790 -0.1 -0.2 0.0
C 3.853 0.238 1.876 0.0 0.2 -0.1
N 3.532 -0.700 0.929 0.1 -0.1 0.0
C 4.324 -1.890 0.625 0.0 -0.1 0.0
C 5.051 0.187 2.725 0.0 -0.1 0.1
C 5.355 -0.942 3.486 -0.1 0.0 0.0
C 6.460 -0.943 4.324 0.0 0.0 0.0
C 7.275 0.177 4.399 0.0 0.0 0.0
C 6.986 1.299 3.633 0.0 0.0 0.0
C 5.877 1.308 2.803 0.0 0.0 0.0
C 2.671 2.352 2.710 -0.1 0.0 0.0
C 2.360 3.636 2.263 0.1 0.0 -0.1
C 2.055 4.650 3.161 0.0 0.0 0.0
C 2.078 4.398 4.525 0.0 0.0 0.0
C 2.444 3.139 4.985 0.0 0.0 0.0
C 2.741 2.125 4.087 0.0 0.0 -0.1
H 1.023 -3.926 -0.037 0.0 0.0 0.0
H -0.045 -4.163 -1.405 -0.1 0.0 0.0
H -0.175 -5.235 0.004 0.0 0.0 0.0
H -1.959 -5.461 -1.520 0.0 0.0 0.0
H -3.039 -7.660 -1.566 0.0 0.0 0.0
H -4.581 -8.325 0.247 0.0 0.0 0.0
H -5.042 -6.779 2.120 0.0 0.0 0.0
H -3.976 -4.563 2.181 -0.1 0.0 0.0
H -4.946 -3.220 -0.573 0.0 0.0 0.0
H -7.332 -2.763 -0.191 0.0 0.0 0.0
H -8.041 -1.385 1.736 0.0 0.0 0.0
H -6.350 -0.491 3.305 0.0 0.0 0.0
H -3.957 -0.933 2.923 0.0 0.1 -0.1
H 2.707 -1.544 -4.994 0.0 0.1 0.0
H 1.389 -2.450 -4.242 0.0 0.0 0.0
H 2.891 -2.153 -3.345 0.0 0.0 0.0
H 2.703 2.557 -5.602 0.0 0.0 0.0
H 2.961 2.810 -8.047 0.0 0.0 0.0
H 1.958 1.148 -9.575 0.0 0.0 0.0
H 0.696 -0.768 -8.664 0.0 0.0 0.0
H 0.422 -1.021 -6.226 0.0 0.0 0.0
H -0.955 2.300 -5.198 0.0 0.0 0.0
H -1.905 4.551 -5.562 0.0 0.0 0.0
H -1.049 6.483 -4.279 0.0 0.0 0.0
H 0.812 6.178 -2.683 0.0 0.0 0.0
H 1.833 3.939 -2.400 -0.1 0.0 0.1
H 5.379 -1.650 0.721 0.0 0.0 0.0
H 4.125 -2.218 -0.392 0.0 0.0 0.0
H 4.083 -2.700 1.312 0.0 0.0 0.0
H 4.712 -1.814 3.449 0.0 0.0 0.0
H 6.681 -1.818 4.922 0.0 0.0 0.0
H 8.135 0.177 5.056 0.0 0.0 0.0
H 7.630 2.168 3.679 0.0 0.0 0.0
H 5.650 2.183 2.205 0.0 0.0 0.0
H 2.457 3.881 1.212 -0.1 0.0 -0.1
H 1.832 5.644 2.796 0.0 0.0 0.0
H 1.845 5.186 5.228 0.0 0.0 0.0
H 2.502 2.946 6.048 0.0 0.0 0.0
H 3.031 1.149 4.457 0.0 0.1 0.0
```
Forces are in eV/Å.

E_LUMO = -8.41 eV
Kohn-Sham gap = 0.222 Ha
net charge = +3
E = -165691.8709 eV